Record 1
{"formula": "C6H6ClNO3", "method": "ωB97M-V/def2-TZVPD", "symbols": ["C", "C", "C", "C", "C", "C", "N", "O", "O", "O", "Cl", "H", "H", "H", "H", "H", "H"], "positions_angstrom": [[0.38596, 1.53033, 0.13800], [1.07191, 0.40704, -0.07759], [-1.10158, 1.69838, -0.01422], [0.41177, -0.87917, -0.19313], [-1.80233, 0.34993, -0.36054], [-1.10032, -0.78568, 0.26922], [-3.29744, 0.39089, -0.09568], [-4.07899, 0.50804, -1.02194], [-1.69403, 2.70612, 0.22335], [-3.55908, 0.27508, 1.10619], [-2.00003, -2.25851, 0.08943], [0.74793, 2.48770, 0.39326], [2.18664, 0.43831, -0.05311], [0.34195, -1.37024, -1.20830], [0.70820, -1.63030, 0.54118], [-1.64484, 0.30229, -1.41043], [-0.88664, -0.72754, 1.38778]], "e_above_lowest_kcal_mol": 62.9, "gap_ha": 0.37342, "homo_ev": -10.546, "smiles": "O=C1C=CC[C@H](Cl)[C@H]1[N+](=O)[O-]"}

Record 2
{"formula": "C4H6FN2", "method": "ωB97M-V/def2-TZVPD", "symbols": ["C", "C", "C", "C", "N", "N", "F", "H", "H", "H", "H", "H", "H"], "positions_angstrom": [[2.30987, 0.41869, 0.46734], [1.01523, 0.92506, 0.23794], [0.94032, -1.14041, -0.18374], [-3.59406, 0.49433, -0.26352], [2.26991, -0.86041, 0.05449], [0.20568, -0.07476, -0.13913], [-3.43610, -0.57904, 0.39068], [3.30282, 0.71465, 0.73276], [0.63210, 1.89915, 0.22900], [0.43171, -2.00660, -0.45393], [-2.61352, 1.02457, -0.24886], [-4.47795, 0.70020, -0.78196], [3.01399, -1.51544, -0.04107]], "e_above_lowest_kcal_mol": 91.9, "gap_ha": [0.10464, 0.10756], "charge": 1, "homo_ev": [-11.584, -11.615]}

Record 3
{"formula": "C5H8O3", "method": "ωB97M-V/def2-TZVPD", "symbols": ["C", "C", "C", "C", "C", "O", "O", "O", "H", "H", "H", "H", "H", "H", "H", "H"], "positions_angstrom": [[-0.00117, 0.10929, 0.04680], [-0.81930, 1.02607, 0.47892], [-0.83122, -1.90004, -0.61138], [-0.44435, 2.50312, 0.88160], [0.15217, -2.69230, -1.48270], [-1.88354, -2.16139, -0.21579], [1.26543, 0.01375, -0.37202], [-2.13227, 0.95011, 0.86537], [0.65536, 2.66848, 0.75259], [-1.18639, 3.34038, 0.54330], [-0.46937, 2.50819, 1.97208], [0.78149, -3.29028, -0.71437], [0.86424, -1.99991, -1.99377], [-0.47135, -3.35443, -2.16161], [1.86093, -0.07449, 0.42320], [-2.65793, 0.25490, 0.48552]], "e_above_lowest_kcal_mol": 105.4, "gap_ha": 0.30909, "homo_ev": -7.787}

Record 4
{"formula": "C16H24BBrCl12N2O", "method": "ωB97M-V/def2-TZVPD", "symbols": ["N", "C", "C", "B", "Br", "C", "C", "C", "N", "C", "C", "C", "C", "C", "C", "C", "O", "H", "H", "H", "H", "H", "H", "H", "H", "H", "H", "H", "H", "H", "H", "H", "H", "H", "H", "H", "H", "C", "Cl", "Cl", "Cl", "H", "C", "Cl", "Cl", "Cl", "H", "C", "Cl", "Cl", "Cl", "H", "C", "Cl", "Cl", "Cl", "H"], "positions_angstrom": [[3.22283, -1.53331, -0.31326], [2.70476, -1.23896, -1.66411], [1.48953, -0.20554, -1.68494], [1.84031, 1.21313, -1.03888], [3.41396, 2.19479, -1.81571], [1.08982, 1.91202, 0.17995], [-0.44969, 1.56699, 0.30297], [-1.26682, 1.70681, -1.02807], [-2.74276, 1.53961, -0.82263], [-3.22962, 0.28608, -1.45446], [-2.59224, -0.89609, -0.61638], [-2.83115, -0.82646, 0.84590], [-2.21005, -1.88454, 1.64772], [-1.43459, -2.95603, 1.02468], [-1.21573, -3.03148, -0.42873], [-1.81431, -1.95541, -1.24299], [-1.63799, -1.95848, -2.63145], [2.43829, -1.70700, 0.31609], [3.82324, -0.77703, 0.01728], [3.53573, -0.87952, -2.32159], [2.33765, -2.21506, -2.10352], [1.22846, -0.06582, -2.77774], [0.60803, -0.64913, -1.14972], [1.26653, 3.02825, 0.22251], [1.58235, 1.51150, 1.12431], [-0.53082, 0.55605, 0.78894], [-0.89816, 2.28754, 1.05047], [-1.13452, 2.76082, -1.41973], [-0.95969, 0.99980, -1.84413], [-3.25424, 2.33314, -1.20706], [-4.35205, 0.20876, -1.45655], [-2.90033, 0.19964, -2.52776], [-3.45190, 0.00348, 1.25053], [-2.35315, -1.84195, 2.73987], [-1.00889, -3.73553, 1.70103], [-0.59871, -3.84462, -0.87571], [-1.13269, -2.75258, -2.88474], [0.53347, -0.16294, 4.17815], [-0.85008, -0.65698, 3.17827], [2.03905, -0.80349, 3.50588], [0.61382, 1.60011, 4.31264], [0.40124, -0.57525, 5.17400], [2.37447, 5.00472, 6.10851], [1.44460, 5.21829, 7.59601], [3.68330, 3.84320, 6.35433], [1.32278, 4.48506, 4.78646], [2.81256, 5.96072, 5.83985], [5.94025, 0.11757, -4.42014], [6.49372, -1.24628, -3.44160], [7.27658, 1.22200, -4.76324], [5.20113, -0.45222, -5.92171], [5.18840, 0.65794, -3.85463], [-6.17767, -2.78499, -1.39164], [-7.40582, -3.61247, -0.42179], [-6.84653, -1.31641, -2.11681], [-4.75463, -2.40157, -0.41213], [-5.87199, -3.45093, -2.19279]], "e_above_lowest_kcal_mol": 41.1, "gap_ha": 0.32211, "homo_ev": -8.470}

Record 5
{"formula": "C29H28N9OS2Tc", "method": "ωB97M-V/def2-TZVPD", "symbols": ["Tc", "N", "C", "S", "N", "N", "C", "C", "C", "C", "C", "C", "C", "C", "C", "C", "C", "C", "N", "H", "H", "H", "H", "H", "H", "H", "H", "H", "H", "H", "N", "C", "N", "C", "N", "N", "C", "C", "C", "C", "C", "C", "N", "C", "C", "C", "C", "C", "C", "H", "H", "H", "H", "H", "H", "H", "H", "H", "H", "H", "C", "S", "C", "O", "H", "H", "H", "H", "H", "H"], "positions_angstrom": [[1.03360, 0.03388, -0.29973], [4.07014, -0.76930, 2.84553], [3.02116, -0.63966, 2.05222], [3.27893, -0.62144, 0.31105], [1.81426, -0.54755, 2.53499], [0.81211, -0.30008, 1.70762], [-0.42920, -0.41070, 2.18559], [-0.73834, -0.98028, 3.48983], [-0.04908, -0.59761, 4.64849], [-0.35712, -1.17125, 5.86517], [-1.32695, -2.16290, 5.95174], [-1.99853, -2.57104, 4.80611], [-1.71711, -1.98552, 3.59013], [-1.45062, -0.02068, 1.24468], [-2.80265, -0.00403, 1.55092], [-3.74151, 0.15962, 0.50866], [-3.30801, 0.43588, -0.74137], [-1.88240, 0.74487, -0.96909], [-0.97690, 0.30873, 0.00322], [5.00102, -0.87442, 2.46880], [3.95318, -0.80528, 3.84763], [0.68690, 0.18929, 4.59475], [0.14935, -0.84190, 6.75843], [-1.55949, -2.61246, 6.90324], [-2.73564, -3.35647, 4.86447], [-2.21052, -2.33852, 2.69569], [-3.13062, -0.18641, 2.55940], [-4.79016, 0.01254, 0.71235], [-3.97414, 0.52973, -1.58110], [-1.54071, 0.50291, -1.98133], [-0.04497, -4.10522, -1.49920], [0.25362, -3.05826, -0.74331], [0.59161, -1.88008, -1.21180], [0.71573, -1.72908, -2.59437], [1.17758, -0.61772, -3.09174], [1.46182, 0.32627, -2.20498], [2.03120, 1.44329, -2.56590], [2.26688, 2.37230, -1.50290], [3.01780, 3.54331, -1.66363], [3.24418, 4.36277, -0.57437], [2.69437, 4.00457, 0.65285], [1.95224, 2.84019, 0.74443], [1.74637, 2.02237, -0.29082], [0.34031, -2.80661, -3.46673], [0.35056, -2.68124, -4.86053], [-0.01659, -3.75460, -5.64337], [-0.38925, -4.96694, -5.05711], [-0.41405, -5.11210, -3.68229], [-0.05152, -4.03341, -2.88241], [-0.27600, -4.99633, -1.06929], [0.22321, -3.18628, 0.33111], [2.31156, 1.63755, -3.59188], [3.43963, 3.77164, -2.62942], [3.84901, 5.25208, -0.67084], [2.85314, 4.61102, 1.52994], [1.51063, 2.53788, 1.68434], [0.65182, -1.74160, -5.29334], [-0.00956, -3.66242, -6.71869], [-0.65870, -5.80219, -5.68543], [-0.70506, -6.04977, -3.23641], [-2.52220, 4.25180, 0.58801], [-1.16692, 3.41494, -0.26133], [-0.87289, 4.60301, -1.59103], [-1.88707, 2.31357, -1.12308], [-3.28038, 4.59067, -0.11158], [-2.10003, 5.09871, 1.12233], [-2.96033, 3.56669, 1.30870], [-0.46513, 5.51770, -1.17368], [-1.80564, 4.80622, -2.10977], [-0.15793, 4.17534, -2.28857]], "gap_ha": [0.23128, 0.20249], "spin_multiplicity": 4, "charge": 3, "s2": 3.8823, "homo_ev": [-15.643, -15.924]}

Record 6
{"formula": "C12H38O13", "method": "ωB97M-V/def2-TZVPD", "symbols": ["O", "H", "H", "C", "C", "O", "O", "H", "H", "H", "H", "H", "H", "C", "C", "O", "O", "H", "H", "H", "H", "H", "H", "C", "C", "O", "O", "H", "H", "H", "H", "H", "H", "C", "C", "O", "O", "H", "H", "H", "H", "H", "H", "C", "C", "O", "O", "H", "H", "H", "H", "H", "H", "C", "C", "O", "O", "H", "H", "H", "H", "H", "H"], "positions_angstrom": [[2.49168, -1.23736, 2.95381], [1.72750, -0.88490, 2.46723], [3.25318, -0.75950, 2.60516], [5.07160, 0.11446, -2.56086], [4.69126, -1.23358, -1.98808], [4.83972, -1.25930, -0.57077], [6.46111, 0.37035, -2.32548], [4.47168, 0.91884, -2.11640], [4.84334, 0.16347, -3.63062], [5.25585, -2.04530, -2.44805], [3.62928, -1.39427, -2.21497], [5.22726, -2.10229, -0.32920], [6.80979, 0.77784, -3.12197], [-1.22225, 3.38990, 3.53406], [-0.17687, 2.43970, 4.06368], [-0.62450, 1.07388, 3.82810], [-0.88087, 4.68767, 4.01319], [-2.24196, 3.09784, 3.80713], [-1.23848, 3.30269, 2.43578], [-0.04538, 2.56668, 5.13978], [0.80644, 2.56589, 3.61277], [-0.83917, 0.71080, 4.68937], [-1.55160, 5.29503, 3.67873], [-1.59702, -4.19864, 3.95438], [-0.93529, -3.02327, 3.27327], [-1.91549, -2.26315, 2.54380], [-1.82014, -5.30952, 3.10169], [-2.56943, -3.88039, 4.35272], [-0.96735, -4.48160, 4.79755], [-0.11774, -3.34257, 2.62314], [-0.50898, -2.35093, 4.02550], [-1.39141, -1.59584, 2.07741], [-2.35939, -4.98724, 2.37040], [-2.43096, -1.63708, -1.73768], [-3.46920, -2.29769, -2.59088], [-4.74213, -1.69688, -2.41690], [-2.06067, -0.34301, -2.20815], [-1.54805, -2.28122, -1.77717], [-2.69462, -1.55751, -0.67765], [-3.50519, -3.37698, -2.39904], [-3.15190, -2.25574, -3.64010], [-5.30241, -1.95760, -3.15219], [-2.69587, 0.30165, -1.88494], [0.39439, 0.54277, 0.42950], [0.88777, -0.31812, -0.72236], [0.72371, 0.38687, -1.95423], [0.03760, -0.35467, 1.50890], [-0.42545, 1.23634, 0.22292], [1.21053, 1.17731, 0.79789], [0.35177, -1.26781, -0.76683], [1.94094, -0.52780, -0.53613], [-0.22393, 0.27666, -2.15161], [-0.26960, 0.23576, 2.22816], [-0.39593, 3.44968, -3.18158], [-1.43116, 2.98769, -4.20471], [-2.72175, 3.47245, -3.78684], [0.88756, 2.85492, -3.35578], [-0.73732, 3.10553, -2.19050], [-0.31729, 4.52861, -3.06127], [-1.47335, 1.89707, -4.26320], [-1.27220, 3.38521, -5.20507], [-3.04208, 2.89791, -3.08920], [0.90041, 2.01030, -2.87562]], "e_above_lowest_kcal_mol": 1.8, "gap_ha": 0.36622, "homo_ev": -9.842, "smiles": "OCCO.OCCO.OCCO.OCCO.OCCO.OCCO.O"}